[1]
{"formula": "C26H25N2OsP", "method": "wB97M-V/def2-TZVPD", "e_homo_ev": [-3.287, -7.367], "multiplicity": 5, "symbols": ["C", "C", "C", "C", "C", "Os", "C", "C", "C", "N", "H", "H", "H", "H", "H", "H", "H", "H", "H", "H", "N", "P", "C", "C", "C", "C", "C", "C", "C", "C", "C", "C", "C", "C", "C", "C", "C", "C", "C", "C", "H", "H", "H", "H", "H", "H", "H", "H", "H", "H", "H", "H", "H", "H", "H"], "positions_angstrom": [[0.16, -1.56, -4.37], [-1.18, -1.81, -3.90], [-1.09, -2.73, -2.80], [0.29, -3.03, -2.57], [1.07, -2.30, -3.53], [-0.04, -0.91, -2.29], [-0.88, 0.93, -2.88], [0.51, 1.42, -3.22], [0.78, 2.43, -4.10], [1.40, 0.60, -2.63], [-1.94, -3.14, -2.26], [-2.09, -1.37, -4.29], [0.68, -3.68, -1.80], [2.15, -2.33, -3.63], [0.43, -0.93, -5.21], [-1.54, 0.94, -3.76], [2.37, 0.60, -2.94], [-1.31, 1.45, -2.02], [-0.06, 2.93, -4.56], [1.81, 2.65, -4.36], [-0.17, -0.83, -0.50], [-0.10, 0.09, 0.88], [1.54, 0.80, 0.90], [2.60, -0.10, 0.65], [3.91, 0.27, 0.95], [4.18, 1.58, 1.37], [3.15, 2.51, 1.49], [1.82, 2.12, 1.30], [-1.62, 1.03, 1.01], [-1.86, 1.85, 2.14], [-3.13, 2.37, 2.39], [-4.18, 2.13, 1.51], [-3.96, 1.35, 0.37], [-2.71, 0.78, 0.14], [-0.07, -0.97, 2.35], [-0.49, -2.30, 2.19], [-0.48, -3.17, 3.29], [-0.06, -2.70, 4.54], [0.34, -1.37, 4.71], [0.34, -0.50, 3.62], [2.38, -1.09, 0.27], [4.71, -0.47, 0.84], [5.21, 1.86, 1.59], [3.38, 3.55, 1.72], [0.99, 2.82, 1.45], [-1.05, 2.05, 2.82], [-3.29, 2.97, 3.29], [-5.17, 2.56, 1.70], [-4.78, 1.19, -0.33], [-2.57, 0.14, -0.72], [-0.80, -2.64, 1.21], [-0.81, -4.20, 3.16], [-0.06, -3.38, 5.39], [0.66, -1.01, 5.69], [0.66, 0.53, 3.76]], "lowdin_charge": [-0.188, -0.192, -0.212, -0.222, -0.190, 1.590, -0.201, -0.608, 0.005, -0.081, 0.125, 0.124, 0.120, 0.124, 0.130, 0.070, 0.087, 0.048, 0.041, 0.038, -0.375, 0.873, -0.306, -0.097, -0.081, -0.085, -0.077, -0.066, -0.349, -0.148, -0.122, -0.156, -0.128, -0.158, -0.290, -0.092, -0.093, -0.102, -0.083, -0.081, 0.098, 0.104, 0.102, 0.105, 0.108, 0.075, 0.096, 0.083, 0.094, 0.056, 0.086, 0.100, 0.097, 0.104, 0.101]}


[2]
{"formula": "C26H25N3NiO", "method": "wB97M-V/def2-TZVPD", "e_homo_ev": [-7.280, -7.880], "multiplicity": 3, "e_above_lowest_kj_mol": 0.00, "symbols": ["Ni", "C", "C", "C", "C", "C", "C", "C", "C", "C", "C", "C", "C", "C", "C", "C", "N", "H", "H", "H", "H", "H", "H", "H", "H", "H", "H", "N", "C", "N", "C", "C", "C", "C", "C", "C", "H", "H", "H", "H", "H", "H", "C", "C", "C", "C", "O", "H", "H", "H", "H", "H", "H", "H", "H", "H"], "positions_angstrom": [[-0.45, 0.56, 1.03], [-1.09, -3.34, 2.90], [-0.32, -4.13, 2.05], [0.30, -3.55, 0.96], [0.14, -2.18, 0.72], [-0.62, -1.35, 1.56], [-1.23, -1.98, 2.65], [0.78, -1.53, -0.45], [1.53, -2.25, -1.43], [2.07, -1.59, -2.49], [1.90, -0.19, -2.61], [2.45, 0.56, -3.68], [2.27, 1.91, -3.74], [1.55, 2.57, -2.71], [1.01, 1.87, -1.68], [1.16, 0.46, -1.61], [0.61, -0.23, -0.57], [-1.57, -3.79, 3.76], [-0.20, -5.19, 2.25], [0.90, -4.17, 0.31], [-1.83, -1.39, 3.34], [1.66, -3.31, -1.33], [2.63, -2.13, -3.24], [3.01, 0.04, -4.45], [2.70, 2.48, -4.55], [1.44, 3.64, -2.75], [0.48, 2.37, -0.87], [-3.71, 2.34, -0.99], [-2.70, 2.28, -0.08], [-2.17, 1.09, -0.01], [-2.86, 0.30, -0.93], [-2.71, -1.05, -1.25], [-3.55, -1.56, -2.21], [-4.52, -0.76, -2.85], [-4.68, 0.57, -2.54], [-3.82, 1.08, -1.56], [-4.25, 3.16, -1.20], [-2.40, 3.13, 0.51], [-1.99, -1.66, -0.73], [-3.47, -2.61, -2.48], [-5.16, -1.20, -3.60], [-5.42, 1.19, -3.02], [2.95, 0.83, 1.67], [1.94, 1.43, 2.65], [2.41, 2.81, 3.09], [1.80, 0.52, 3.87], [0.70, 1.55, 2.03], [3.96, 0.78, 2.10], [2.99, 1.44, 0.76], [2.65, -0.18, 1.39], [3.37, 2.78, 3.60], [1.67, 3.25, 3.76], [2.50, 3.47, 2.21], [2.73, 0.43, 4.43], [1.48, -0.48, 3.55], [1.03, 0.92, 4.53]], "lowdin_charge": [0.624, -0.098, -0.099, -0.049, -0.222, -0.138, -0.116, -0.212, 0.012, 0.003, -0.154, -0.035, -0.081, -0.071, -0.015, -0.192, 0.101, 0.096, 0.096, 0.092, 0.089, 0.100, 0.119, 0.113, 0.102, 0.104, 0.099, 0.130, -0.130, 0.062, -0.199, 0.010, -0.072, -0.087, -0.020, -0.191, 0.159, 0.141, 0.099, 0.104, 0.102, 0.109, -0.043, -0.742, -0.054, -0.045, -0.293, 0.082, 0.076, 0.070, 0.078, 0.078, 0.077, 0.080, 0.070, 0.081]}


[3]
{"formula": "C26H25NO3", "method": "wB97M-V/def2-TZVPD", "e_homo_ev": -6.628, "e_above_lowest_kj_mol": 186.22, "symbols": ["C", "C", "O", "C", "C", "C", "C", "C", "C", "C", "N", "C", "C", "O", "H", "H", "H", "H", "H", "H", "H", "H", "H", "H", "C", "O", "C", "C", "C", "C", "C", "C", "C", "C", "C", "C", "C", "C", "C", "C", "H", "H", "H", "H", "H", "H", "H", "H", "H", "H", "H", "H", "H", "H", "H"], "positions_angstrom": [[-5.49, -0.27, 3.14], [-4.18, 0.43, 3.35], [-3.15, -0.57, 3.43], [-1.91, 0.00, 3.59], [-0.88, -1.01, 3.62], [0.45, -0.73, 3.33], [0.98, 0.60, 3.40], [2.34, 0.83, 3.27], [3.22, -0.24, 3.04], [4.63, 0.01, 2.97], [5.79, 0.20, 2.91], [2.71, -1.54, 2.87], [1.36, -1.79, 3.02], [-1.79, 1.22, 3.74], [-6.30, 0.33, 3.56], [-5.68, -0.39, 2.07], [-5.51, -1.26, 3.61], [-3.95, 1.11, 2.52], [-4.19, 1.01, 4.29], [-1.22, -2.04, 3.59], [0.29, 1.42, 3.57], [2.73, 1.85, 3.34], [3.40, -2.35, 2.62], [0.96, -2.80, 2.91], [-7.29, -2.33, 6.41], [-6.62, -1.06, 6.53], [-5.26, -1.06, 6.66], [-4.66, 0.18, 7.00], [-3.29, 0.31, 6.93], [-2.46, -0.79, 6.58], [-1.05, -0.61, 6.46], [-0.07, -1.50, 6.96], [1.32, -1.16, 6.83], [2.31, -2.03, 7.25], [1.98, -3.27, 7.80], [3.06, -4.23, 8.21], [0.63, -3.60, 8.00], [-0.37, -2.73, 7.63], [-3.09, -2.04, 6.32], [-4.46, -2.19, 6.38], [-8.35, -2.08, 6.38], [-7.00, -2.84, 5.47], [-7.08, -2.98, 7.27], [-5.31, 1.01, 7.26], [-2.82, 1.26, 7.18], [-0.70, 0.38, 6.17], [1.57, -0.19, 6.40], [3.36, -1.75, 7.14], [2.69, -5.26, 8.20], [3.91, -4.15, 7.52], [3.43, -4.02, 9.22], [0.39, -4.56, 8.47], [-1.41, -2.97, 7.86], [-2.47, -2.90, 6.06], [-4.91, -3.16, 6.19]], "lowdin_charge": [-0.065, -0.236, -0.027, -0.510, 0.007, -0.227, -0.013, -0.037, -0.255, -0.197, 0.130, -0.046, -0.025, 0.029, 0.079, 0.077, 0.070, 0.129, 0.110, 0.116, 0.100, 0.120, 0.118, 0.112, -0.056, -0.091, -0.264, 0.001, -0.008, -0.225, 0.059, -0.196, 0.002, -0.028, -0.262, -0.051, -0.033, -0.006, -0.026, -0.005, 0.094, 0.090, 0.099, 0.127, 0.129, 0.134, 0.120, 0.124, 0.080, 0.085, 0.092, 0.118, 0.106, 0.122, 0.111]}


[4]
{"formula": "C26H26AuN4O4S", "method": "wB97M-V/def2-TZVPD", "e_homo_ev": [-9.994, -10.374], "multiplicity": 3, "charge": 1, "e_above_lowest_kj_mol": 0.00, "symbols": ["Au", "C", "C", "C", "O", "C", "O", "O", "H", "H", "H", "H", "H", "H", "H", "S", "C", "C", "C", "C", "C", "C", "C", "C", "C", "N", "H", "H", "H", "H", "H", "H", "C", "C", "C", "C", "C", "N", "C", "O", "N", "C", "C", "C", "C", "N", "C", "C", "C", "H", "H", "H", "H", "H", "H", "H", "H", "H", "H", "H", "H", "H"], "positions_angstrom": [[-0.43, 0.34, -0.18], [3.52, -2.31, 0.56], [2.29, -1.59, 1.08], [2.31, -1.46, 2.60], [2.21, -0.28, 0.50], [0.98, -2.33, 0.69], [1.09, -3.45, 0.16], [-0.12, -1.76, 0.95], [4.42, -1.75, 0.84], [3.48, -2.41, -0.53], [3.59, -3.31, 0.98], [3.22, -0.96, 2.91], [2.27, -2.45, 3.07], [1.45, -0.88, 2.93], [3.09, 0.00, 0.25], [-1.74, 3.88, 2.22], [-1.52, 2.59, 3.32], [-1.14, 1.44, 2.70], [-1.01, 1.59, 1.30], [-1.31, 2.87, 0.90], [-1.26, 3.27, -0.49], [-1.59, 4.53, -0.98], [-1.52, 4.78, -2.33], [-1.12, 3.76, -3.20], [-0.81, 2.53, -2.65], [-0.87, 2.30, -1.34], [-1.70, 2.76, 4.37], [-0.95, 0.52, 3.23], [-1.90, 5.31, -0.29], [-1.77, 5.75, -2.72], [-1.06, 3.91, -4.26], [-0.50, 1.70, -3.27], [2.10, -7.04, 2.34], [1.04, -6.30, 1.60], [0.89, -6.48, 0.20], [-0.08, -5.84, -0.50], [-0.97, -4.97, 0.18], [-2.04, -4.41, -0.42], [-2.48, -4.55, -1.77], [-3.61, -4.90, -2.00], [-1.54, -4.28, -2.73], [-0.63, -3.20, -2.67], [0.52, -3.22, -3.45], [1.38, -2.14, -3.40], [1.09, -1.08, -2.56], [-0.02, -1.07, -1.81], [-0.87, -2.09, -1.88], [-0.83, -4.79, 1.59], [0.14, -5.45, 2.27], [3.00, -7.16, 1.74], [1.74, -8.04, 2.60], [2.36, -6.53, 3.27], [1.57, -7.16, -0.31], [-0.19, -6.01, -1.57], [-2.77, -4.06, 0.19], [-1.86, -4.53, -3.65], [0.74, -4.07, -4.08], [2.29, -2.12, -3.99], [1.75, -0.23, -2.45], [-1.75, -2.02, -1.26], [-1.51, -4.11, 2.09], [0.24, -5.31, 3.33]], "lowdin_charge": [1.122, -0.019, -0.529, -0.003, -0.062, -0.592, 0.040, -0.103, 0.094, 0.086, 0.089, 0.094, 0.093, 0.080, 0.100, 1.048, -0.406, -0.199, -0.319, -0.544, -0.285, -0.010, -0.041, -0.053, -0.120, 0.011, 0.069, 0.095, 0.108, 0.117, 0.109, 0.105, -0.021, -0.209, 0.000, 0.024, -0.197, 0.193, -0.487, 0.154, 0.144, -0.206, 0.023, -0.022, -0.112, -0.048, -0.068, 0.025, -0.003, 0.092, 0.105, 0.089, 0.130, 0.121, 0.174, 0.169, 0.129, 0.119, 0.120, 0.120, 0.134, 0.131]}